Here is one molecule with the formula C11H14O2 in a non-equilibrium geometry from OMol25. Energies are from ωB97M-V/def2-TZVPD.

Properties
SMILES: CC(C)c1cc2c(cc1O)CCO2
E: -15725.762 eV
gap between HOMO and LUMO: 8.70 eV
relative energy (zero: lowest compared OMol25 entry of this formula, charge and spin): 83.1 kcal per mole
E_HOMO: -7.97 eV

Geometry as XYZ:
```
27
C11H14O2 | OMol25 | ωB97M-V/def2-TZVPD
C -2.96 -0.13 1.09
C -2.26 -0.29 -0.26
C -2.43 -1.73 -0.70
C -0.76 0.11 -0.39
C 0.24 -0.96 -0.20
C 1.52 -0.56 -0.13
C 1.81 0.77 -0.05
C 0.97 1.76 -0.14
C -0.39 1.50 -0.39
O -1.30 2.57 -0.41
C 3.34 0.84 0.13
C 3.83 -0.57 0.03
O 2.66 -1.42 -0.12
H -2.96 -1.17 1.80
H -2.38 0.69 1.84
H -4.15 0.24 0.73
H -2.82 0.51 -0.75
H -2.04 -2.47 0.07
H -3.51 -1.94 -0.81
H -2.01 -1.96 -1.70
H 0.06 -1.99 0.10
H 1.37 2.80 -0.07
H -2.22 2.27 -0.37
H 3.54 1.34 1.08
H 3.76 1.41 -0.63
H 4.74 -0.70 -0.81
H 4.35 -0.92 1.07
```

Results of the Löwdin charge analysis, in e, for atoms 1 through 5:
1 C -0.12
2 C -0.45
3 C -0.11
4 C -0.07
5 C 0.05

Here is C11H15BMoN6O2 as an isolated structure in a non-equilibrium geometry from OMol25. Energies are from ωB97M-V/def2-TZVPD.

Properties
E: -27198.056 eV
total charge: +2
gap between HOMO and LUMO (spin up / spin down): 6.15 / 5.42 eV
<S²>: 2.0211
multiplicity: 3
E_HOMO (spin up / spin down): -15.90 / -15.89 eV

Geometry as XYZ:
```
36
C11H15BMoN6O2 | OMol25 | ωB97M-V/def2-TZVPD
H -1.17 -3.25 -0.24
N 0.07 -1.54 -0.38
B 1.78 0.25 -0.95
N 1.20 -1.20 -1.08
C 1.57 -2.26 -1.81
Mo -0.80 -0.10 0.99
H 2.47 -2.20 -2.42
C 0.67 -3.29 -1.58
H 0.68 -4.28 -2.00
C -0.29 -2.81 -0.69
H 2.75 0.42 -1.62
C -1.94 1.22 1.95
H -2.74 0.49 2.19
H -2.44 1.99 1.35
H -1.54 1.60 2.89
N 2.04 0.57 0.55
N 0.62 1.18 -1.40
N 0.99 0.47 1.50
N -0.60 1.12 -0.75
C 3.18 0.85 1.19
C 0.55 2.03 -2.44
H 4.08 0.93 0.60
H 1.40 2.18 -3.08
C 2.94 0.97 2.55
C -0.74 2.57 -2.46
C 1.57 0.75 2.73
C -1.44 1.98 -1.39
H 3.68 1.18 3.30
H -1.12 3.28 -3.16
H 0.97 0.77 3.63
H -2.46 2.14 -1.07
H -0.43 -1.70 1.45
O -4.92 -2.20 0.07
C -3.89 -1.58 0.40
O -2.97 -1.05 -0.31
H -3.73 -1.48 1.51
```

Results of the Löwdin charge analysis, in e, for atoms 1 through 5:
1 H 0.12
2 N -0.19
3 B -0.45
4 N 0.00
5 C -0.01

Here is C11H15ClCoHgNO4 as an isolated structure in a non-equilibrium geometry from OMol25. Energies are from ωB97M-V/def2-TZVPD.

Properties
E: -75649.788 eV
total charge: -2
gap between HOMO and LUMO (spin up / spin down): 3.48 / 4.85 eV
<S²>: 6.0117
multiplicity: 5
relative energy (zero: lowest compared OMol25 entry of this formula, charge and spin): 0.0 kcal per mole
E_HOMO (spin up / spin down): -0.25 / -1.63 eV

Geometry as XYZ:
```
34
C11H15ClCoHgNO4 | OMol25 | ωB97M-V/def2-TZVPD
Co -3.21 0.08 -2.78
Cl -4.75 -1.29 -2.19
C -2.81 -0.36 -4.65
C -3.63 1.94 -3.16
H -3.40 0.28 -5.34
H -1.73 -0.21 -4.83
H -3.09 -1.42 -4.80
H -4.17 2.03 -4.12
H -2.71 2.56 -3.17
H -4.28 2.30 -2.34
Hg -1.23 1.84 -0.41
C -1.52 3.21 1.15
C -1.30 0.42 -2.02
H -1.57 4.23 0.75
H -2.46 2.92 1.64
H -0.67 3.12 1.84
H -0.60 0.77 -2.81
H -0.89 -0.54 -1.63
O 1.24 1.19 0.32
C 0.85 0.07 0.79
O -0.31 -0.43 0.75
C 1.90 -0.76 1.51
C 1.54 -2.00 2.09
C 2.42 -2.67 2.94
C 3.69 -2.09 3.20
C 4.10 -0.92 2.53
C 3.20 -0.26 1.71
N 4.47 -2.57 4.28
O 4.08 -3.57 4.93
O 5.54 -1.97 4.54
H 0.56 -2.42 1.89
H 2.15 -3.60 3.43
H 5.10 -0.53 2.73
H 3.50 0.67 1.22
```

Results of the Löwdin charge analysis, in e, for atoms 1 through 5:
1 Co 0.10
2 Cl -0.13
3 C -0.30
4 C -0.31
5 H -0.04

Here is an isolated ion of composition C11H15F3N2O5PS and charge -1 in a non-equilibrium geometry from OMol25. Energies are from ωB97M-V/def2-TZVPD.

Properties
E: -53147.677 eV
total charge: -1
gap between HOMO and LUMO: 6.76 eV
relative energy (zero: lowest compared OMol25 entry of this formula, charge and spin): 2.6 kcal per mole
E_HOMO: -3.87 eV

Geometry as XYZ:
```
38
C11H15F3N2O5PS | OMol25 | ωB97M-V/def2-TZVPD
C -2.53 -3.14 1.22
C -1.65 -2.20 0.42
O -1.97 -0.84 0.86
P -1.91 0.50 -0.01
C -0.30 1.27 0.40
C -0.38 2.71 0.43
N -0.42 3.88 0.51
O -2.17 0.34 -1.46
O -3.03 1.38 0.76
C -4.37 0.83 0.95
C -5.33 1.97 1.14
H -2.21 -4.17 1.05
H -2.46 -2.93 2.29
H -3.58 -3.04 0.92
H -0.59 -2.39 0.66
H -1.80 -2.28 -0.67
H 0.10 0.86 1.34
H -4.64 0.26 0.05
H -4.36 0.18 1.84
H -6.34 1.57 1.25
H -5.08 2.52 2.05
H -5.28 2.62 0.26
F 0.65 2.24 -2.25
C 1.81 1.64 -1.85
F 2.41 1.14 -2.96
F 2.64 2.56 -1.30
S 1.40 0.30 -0.69
N 3.21 -0.16 -0.68
C 4.11 0.20 0.33
O 3.91 0.93 1.27
C 5.41 -0.53 -0.04
C 5.14 -1.24 -1.33
C 3.64 -1.15 -1.56
O 2.94 -1.77 -2.34
H 6.23 0.19 -0.11
H 5.67 -1.24 0.75
H 5.66 -0.76 -2.17
H 5.47 -2.28 -1.32
```

Results of the Löwdin charge analysis, in e, for atoms 1 through 5:
1 C -0.09
2 C -0.24
3 O -0.25
4 P 0.46
5 C -0.44

Here is a 2-piece molecular cluster, C11H15N overall in a non-equilibrium geometry from OMol25. Energies are from ωB97M-V/def2-TZVPD.

Properties
SMILES: Cc1c[nH]c2ccccc12.CC
E: -13138.072 eV
gap between HOMO and LUMO: 8.47 eV
relative energy (zero: lowest compared OMol25 entry of this formula, charge and spin): 62.7 kcal per mole
E_HOMO: -7.59 eV

Geometry as XYZ:
```
27
C11H15N | OMol25 | ωB97M-V/def2-TZVPD
C 0.05 3.23 1.99
C -0.75 2.16 1.47
C -1.87 1.59 2.20
N -2.46 0.74 1.32
C -1.80 0.60 0.15
C -2.14 -0.26 -0.94
C -1.34 -0.11 -2.12
C -0.22 0.74 -2.08
C 0.08 1.56 -1.03
C -0.71 1.54 0.18
H -0.07 4.20 1.39
H 1.16 2.96 1.88
H -0.18 3.52 3.10
H -2.23 1.91 3.28
H -3.15 0.08 1.55
H -3.10 -0.93 -1.09
H -1.57 -0.54 -3.04
H 0.54 0.65 -2.95
H 0.72 2.30 -1.12
C 2.08 -3.66 0.06
C 2.64 -2.86 -1.06
H 2.01 -3.12 0.95
H 1.19 -4.28 0.07
H 2.86 -4.37 0.30
H 2.73 -3.32 -2.16
H 3.49 -2.24 -0.72
H 2.01 -2.09 -1.59
```

Results of the Löwdin charge analysis, in e, for atoms 1 through 5:
1 C -0.11
2 C -0.28
3 C -0.04
4 N 0.03
5 C -0.22

Here is a 2-piece molecular cluster, C11H15N overall in a non-equilibrium geometry from OMol25. Energies are from ωB97M-V/def2-TZVPD.

Properties
SMILES: Cc1c[nH]c2ccccc12.CC
E: -13140.512 eV
gap between HOMO and LUMO: 8.76 eV
relative energy (zero: lowest compared OMol25 entry of this formula, charge and spin): 6.4 kcal per mole
E_HOMO: -7.85 eV

Geometry as XYZ:
```
27
C11H15N | OMol25 | ωB97M-V/def2-TZVPD
C -1.76 2.46 0.29
C -1.03 1.46 -0.55
C -0.18 1.71 -1.58
N 0.36 0.53 -2.04
C -0.11 -0.51 -1.28
C 0.10 -1.87 -1.44
C -0.51 -2.70 -0.54
C -1.34 -2.18 0.48
C -1.60 -0.84 0.59
C -0.95 0.04 -0.30
H -2.51 1.95 0.91
H -2.34 3.18 -0.29
H -1.12 3.03 0.97
H 0.07 2.64 -2.06
H 1.05 0.45 -2.76
H 0.72 -2.24 -2.25
H -0.42 -3.77 -0.58
H -1.86 -2.91 1.07
H -2.23 -0.35 1.33
C 2.95 -0.11 1.92
C 2.58 1.05 2.85
H 3.72 0.13 1.18
H 3.29 -0.99 2.45
H 2.02 -0.39 1.41
H 3.42 1.73 3.00
H 2.23 0.65 3.80
H 1.81 1.65 2.38
```

Results of the Löwdin charge analysis, in e, for atoms 1 through 5:
1 C -0.05
2 C -0.23
3 C -0.06
4 N 0.07
5 C -0.23

Here is a 2-piece molecular cluster, C11H15N overall in a non-equilibrium geometry from OMol25. Energies are from ωB97M-V/def2-TZVPD.

Properties
SMILES: Cc1c[nH]c2ccccc12.CC
E: -13138.691 eV
gap between HOMO and LUMO: 8.44 eV
relative energy (zero: lowest compared OMol25 entry of this formula, charge and spin): 48.4 kcal per mole
E_HOMO: -7.54 eV

Geometry as XYZ:
```
27
C11H15N | OMol25 | ωB97M-V/def2-TZVPD
C 2.76 1.54 -0.15
C 1.75 0.60 -0.62
C 1.21 0.97 -1.90
N 0.16 0.10 -2.22
C 0.12 -0.84 -1.20
C -0.62 -2.01 -1.11
C -0.54 -2.76 0.05
C 0.37 -2.42 1.05
C 1.26 -1.36 0.89
C 1.16 -0.58 -0.24
H 2.41 2.71 -0.16
H 3.64 1.61 -0.83
H 3.24 1.48 0.89
H 1.28 1.65 -2.73
H -0.29 -0.05 -3.10
H -1.29 -2.30 -1.96
H -1.10 -3.73 0.32
H 0.54 -3.12 1.84
H 1.99 -1.13 1.70
C -1.89 1.91 1.25
C -2.63 0.59 1.16
H -2.13 2.54 0.35
H -2.29 2.48 2.08
H -0.83 1.56 1.44
H -2.37 -0.01 0.23
H -3.62 0.61 0.97
H -2.27 -0.01 2.01
```

Results of the Löwdin charge analysis, in e, for atoms 1 through 5:
1 C -0.10
2 C -0.26
3 C -0.02
4 N 0.07
5 C -0.22

Here is a 2-piece molecular cluster, C11H15N overall in a non-equilibrium geometry from OMol25. Energies are from ωB97M-V/def2-TZVPD.

Properties
SMILES: Cc1c[nH]c2ccccc12.CC
E: -13140.036 eV
gap between HOMO and LUMO: 8.78 eV
relative energy (zero: lowest compared OMol25 entry of this formula, charge and spin): 17.4 kcal per mole
E_HOMO: -7.81 eV

Geometry as XYZ:
```
27
C11H15N | OMol25 | ωB97M-V/def2-TZVPD
C -2.21 2.62 -1.37
C -1.18 1.77 -2.04
C -1.01 1.64 -3.38
N -0.18 0.59 -3.69
C 0.17 -0.03 -2.51
C 1.15 -0.99 -2.28
C 1.28 -1.43 -0.97
C 0.57 -0.81 0.07
C -0.38 0.17 -0.15
C -0.45 0.66 -1.47
H -1.83 3.12 -0.48
H -3.05 2.00 -1.04
H -2.55 3.45 -1.99
H -1.42 2.25 -4.18
H 0.12 0.22 -4.58
H 1.60 -1.57 -3.08
H 1.85 -2.29 -0.77
H 0.62 -1.18 1.08
H -1.12 0.39 0.60
C 0.82 -1.98 3.69
C 1.13 -0.67 4.43
H 0.64 -2.80 4.37
H 0.11 -1.84 2.88
H 1.69 -2.27 3.09
H 0.30 0.03 4.35
H 1.38 -0.87 5.46
H 1.97 -0.17 3.95
```

Results of the Löwdin charge analysis, in e, for atoms 1 through 5:
1 C -0.06
2 C -0.23
3 C -0.07
4 N 0.08
5 C -0.22

Question: E of number 3 (C11H15ClCoHgNO4)?
Answer: -75649.788 eV

Question: Which of these has the highest E?
Answer: number 5